{
  "formula": "C21H18N7ORuS3Se",
  "method": "wB97M-V/def2-TZVPD",
  "elements": ["Ru", "S", "C", "S", "C", "C", "N", "C", "N", "Se", "N", "C", "C", "C", "C", "C", "C", "N", "H", "H", "H", "H", "C", "C", "N", "C", "C", "C", "O", "C", "C", "C", "C", "N", "C", "H", "H", "H", "H", "H", "H", "H", "H", "H", "H", "H", "H", "H", "H", "S", "C", "N"],
  "positions_angstrom": [[1.521161, -1.951955, -1.646292], [0.214657, -3.841439, -1.834201], [0.145404, -3.559553, -3.518647], [1.024814, -2.138793, -3.913028], [-0.508716, -4.353825, -4.426713], [-1.232413, -5.514726, -3.989803], [-1.813673, -6.433212, -3.604276], [-0.489430, -4.021701, -5.823451], [-0.481645, -3.720798, -6.936663], [3.961322, -0.505067, -3.626865], [2.997728, -0.453988, -2.106671], [3.505878, 0.514962, -1.342818], [3.075713, 0.881863, -0.031735], [3.721580, 1.897807, 0.589226], [4.808795, 2.618481, -0.021105], [5.244080, 2.311133, -1.258087], [4.598923, 1.239555, -1.958624], [4.939247, 0.860123, -3.174219], [2.267006, 0.357384, 0.451984], [3.411060, 2.178605, 1.589359], [5.282658, 3.419755, 0.531186], [6.059576, 2.839994, -1.734590], [-2.650334, 0.996576, 5.014512], [-3.254479, 0.051457, 3.985860], [-2.908172, 0.399048, 2.595361], [-3.949879, 1.030553, 1.772557], [-4.277546, 2.459086, 2.185023], [-1.674863, 0.070368, 2.174289], [-0.849511, -0.536469, 2.853060], [-1.232306, 0.443583, 0.782279], [-1.078280, 1.742235, 0.330852], [-0.474362, 1.967050, -0.897652], [-0.009855, 0.886479, -1.618533], [-0.153432, -0.378449, -1.188182], [-0.767791, -0.584557, -0.015949], [-2.956250, 0.696073, 6.018177], [-2.978310, 2.025745, 4.854241], [-1.562449, 0.960216, 4.967016], [-4.341778, 0.059984, 4.045478], [-2.915857, -0.963118, 4.173229], [-4.846453, 0.413482, 1.848349], [-3.645291, 0.997834, 0.731714], [-4.697034, 2.492744, 3.193082], [-5.014951, 2.889235, 1.503001], [-3.384109, 3.090481, 2.172345], [-1.412029, 2.577143, 0.939457], [-0.342410, 2.970556, -1.282868], [0.475451, 1.017434, -2.577029], [-0.861385, -1.610653, 0.317184], [2.095494, -2.494227, 0.613279], [3.308189, -2.998023, -0.452669], [4.106258, -3.296474, -1.251430]],
  "forces_ev_per_angstrom": [[-0.422, -0.043, -0.253], [0.209, 0.229, 0.320], [-0.140, -0.162, -0.245], [0.143, 0.140, 0.224], [-0.183, -0.235, -0.290], [-0.022, -0.007, 0.005], [0.236, 0.358, -0.141], [-0.096, 0.004, -0.024], [0.046, -0.106, 0.421], [-0.158, -0.228, -0.407], [0.132, 0.133, 0.155], [-0.028, 0.130, 0.146], [0.038, -0.008, -0.237], [0.145, 0.192, 0.070], [-0.162, 0.006, 0.291], [-0.025, -0.083, -0.203], [-0.065, 0.184, 0.156], [0.106, -0.142, 0.123], [-0.071, -0.045, 0.016], [0.043, 0.007, -0.060], [-0.050, -0.044, 0.025], [-0.050, -0.072, -0.014], [0.017, 0.037, -0.036], [-0.031, 0.153, -0.106], [-0.099, 0.156, 0.130], [0.138, -0.073, 0.145], [0.056, 0.034, 0.092], [0.116, -0.139, 0.099], [-0.277, 0.125, -0.123], [-0.134, -0.008, 0.073], [-0.066, 0.238, 0.036], [0.009, 0.098, -0.021], [-0.177, -0.249, -0.072], [0.168, 0.191, 0.394], [0.191, -0.027, -0.264], [0.013, 0.004, -0.055], [0.021, -0.059, 0.006], [-0.018, 0.012, 0.007], [-0.041, -0.008, 0.003], [0.045, -0.115, -0.007], [-0.013, -0.049, 0.008], [0.094, -0.022, -0.110], [0.042, 0.010, -0.076], [0.062, -0.063, 0.054], [-0.092, -0.040, -0.003], [0.022, -0.079, -0.063], [-0.010, -0.077, 0.022], [0.076, -0.009, 0.003], [0.017, -0.023, 0.009], [-0.027, 0.019, -0.594], [0.653, -0.353, -0.011], [-0.384, 0.105, 0.385]],
  "orbital_gap_ev": [7.644, 5.561],
  "total_energy_ha": -4960.14190,
  "s2": 6.08,
  "multiplicity": 5,
  "e_homo_ev": [-12.17, -12.17],
  "charge": 1,
  "lumo_energy_ev": [-4.5, -6.6]
}

---

{
  "formula": "C6H26O7",
  "method": "wB97M-V/def2-TZVPD",
  "elements": ["C", "C", "O", "H", "H", "H", "H", "H", "H", "C", "C", "O", "H", "H", "H", "H", "H", "H", "C", "C", "O", "H", "H", "H", "H", "H", "H", "O", "H", "H", "O", "H", "H", "O", "H", "H", "O", "H", "H"],
  "positions_angstrom": [[-1.333256, -2.317054, -0.599643], [-2.786438, -1.963096, -0.787012], [-2.970893, -0.634611, -1.347929], [-1.316763, -3.253438, -0.034729], [-0.855714, -1.570310, 0.037411], [-0.779598, -2.445556, -1.525899], [-3.292407, -1.974030, 0.173525], [-3.283716, -2.649343, -1.480526], [-2.360294, -0.566496, -2.091174], [-2.357996, 1.159546, 1.990342], [-3.158296, 2.130413, 1.129473], [-4.556395, 1.993266, 1.319629], [-1.526707, 0.735744, 1.413387], [-2.978425, 0.344859, 2.358168], [-1.868914, 1.614345, 2.853933], [-2.914167, 2.098571, 0.068907], [-2.916441, 3.149964, 1.449482], [-4.935280, 1.394341, 0.673970], [1.632261, -1.402133, -3.140923], [2.058897, -0.128362, -2.388530], [2.259537, 0.926700, -3.333774], [0.727588, -1.292276, -3.737058], [1.472229, -2.216782, -2.424441], [2.447214, -1.725857, -3.790061], [3.026146, -0.360247, -1.943093], [1.248860, 0.080237, -1.685943], [1.876705, 1.743286, -3.002258], [0.796626, 2.780373, 1.631214], [0.651497, 2.933947, 2.575352], [1.744509, 2.915788, 1.502432], [4.380230, 1.107114, 0.227158], [4.216119, 0.645602, 1.062142], [4.239862, 2.038443, 0.432346], [3.345800, -2.094668, 2.872010], [3.464313, -1.456697, 3.583418], [2.858775, -1.604493, 2.188064], [1.458012, -0.193393, 1.557001], [0.888543, 0.596594, 1.558537], [1.397994, -0.540295, 0.655082]],
  "forces_ev_per_angstrom": [[-0.205, -0.255, 0.692], [-0.142, 0.802, -1.021], [0.257, -0.411, 0.451], [0.270, -0.073, -0.164], [0.087, 0.065, -0.109], [-0.020, 0.048, -0.122], [-0.168, 0.089, -0.005], [0.035, -0.259, 0.314], [-0.129, 0.057, 0.024], [0.785, -0.368, -0.338], [-0.022, 0.654, 0.390], [-0.319, 0.176, 0.192], [-0.220, -0.137, -0.017], [-0.067, -0.030, -0.106], [-0.333, 0.218, 0.060], [0.124, -0.381, -0.035], [-0.105, -0.055, -0.069], [0.192, -0.137, -0.128], [0.452, -0.057, 0.233], [-0.282, -0.930, -1.270], [-0.291, -0.035, 0.178], [-0.014, 0.224, 0.019], [0.003, 0.126, -0.018], [-0.102, 0.056, -0.134], [-0.203, 0.278, 0.636], [0.348, 0.414, 0.316], [0.074, -0.073, 0.061], [0.121, -0.128, 0.214], [0.001, 0.025, -0.217], [-0.184, -0.008, 0.020], [-0.120, 0.035, 0.268], [-0.006, 0.049, -0.228], [0.109, -0.114, -0.066], [0.027, 0.186, -0.319], [-0.081, -0.065, -0.061], [0.037, -0.111, 0.511], [-0.207, 0.050, -0.349], [0.299, -0.105, 0.004], [-0.003, 0.176, 0.192]],
  "e_above_lowest_kj_mol": 216.9,
  "orbital_gap_ev": 10.123,
  "total_energy_ha": -770.81959,
  "multiplicity": 1,
  "e_homo_ev": -10.24,
  "charge": 0,
  "lumo_energy_ev": -0.1
}

---

{
  "formula": "C11H20IN2",
  "method": "wB97M-V/def2-TZVPD",
  "elements": ["C", "C", "C", "C", "C", "C", "C", "C", "C", "C", "C", "N", "N", "I", "H", "H", "H", "H", "H", "H", "H", "H", "H", "H", "H", "H", "H", "H", "H", "H", "H", "H", "H", "H"],
  "positions_angstrom": [[-0.539147, 1.067538, 2.305026], [0.453551, -0.151261, 2.126002], [-0.592060, 1.865644, 0.972104], [-0.892179, 1.908357, -1.541490], [0.490516, 1.278479, -1.620079], [1.316547, -1.034668, -1.596323], [2.045830, -1.204469, -0.284998], [0.006103, -1.196416, 1.155448], [-1.319660, 1.212335, -0.170939], [-0.869255, -0.236277, -0.532846], [-1.780298, -1.384925, -0.937859], [0.120655, -0.170772, -1.560102], [1.243072, -1.933097, 0.779853], [-3.498427, 1.313356, -0.022082], [-1.562788, 0.915695, 2.492348], [-0.204211, 1.659445, 3.147867], [1.319107, 0.451804, 1.885768], [0.717656, -0.709490, 3.142944], [-1.163971, 2.794829, 0.986384], [0.529903, 2.093441, 0.934467], [-0.858422, 2.900858, -1.405926], [-1.321755, 1.603426, -2.456034], [0.945611, 1.461745, -2.637630], [1.256964, 1.558940, -0.800521], [2.098800, -0.521963, -2.361655], [0.889130, -2.053495, -1.896360], [2.971749, -1.553961, -0.548963], [2.321504, -0.275410, 0.039708], [-0.819286, -1.659192, 1.668260], [-2.520528, -1.571468, -0.076313], [-1.343987, -2.289670, -1.308410], [-2.393516, -1.219456, -1.731083], [1.224895, -2.799932, 0.282464], [1.727896, -2.119971, 1.570969]],
  "forces_ev_per_angstrom": [[-0.075, -0.296, -0.932], [-0.546, 0.675, 2.675], [1.458, 0.504, 1.631], [1.872, -3.254, 2.356], [1.660, -0.289, -1.292], [-1.154, -0.368, -1.191], [-2.000, 1.001, -0.365], [-1.018, 3.654, -2.045], [-0.023, -1.744, -2.880], [1.509, -3.780, 0.986], [-1.288, 0.048, 4.226], [1.774, 2.652, 0.468], [-1.051, 0.566, -4.240], [0.628, 0.088, 0.369], [-1.355, -1.357, 0.770], [0.338, 0.344, -0.129], [0.827, -0.576, -0.478], [-0.621, 1.373, -1.629], [0.517, 0.342, 1.006], [-1.577, 0.083, -1.392], [-0.096, 3.739, 0.254], [-1.386, -0.283, -0.547], [-0.225, -0.087, 1.125], [-1.247, -0.175, -1.359], [-2.012, -1.676, 1.581], [1.199, 1.105, -0.266], [2.175, -2.360, 0.095], [0.151, 2.612, 1.420], [0.070, -1.424, -0.531], [1.179, -0.266, -1.217], [1.136, -0.622, 0.620], [-1.852, 1.619, -2.435], [-1.412, -1.352, 0.060], [2.446, -0.495, 3.287]],
  "e_above_lowest_kj_mol": 440.0,
  "orbital_gap_ev": 9.092,
  "total_energy_ha": -837.93975,
  "multiplicity": 1,
  "e_homo_ev": -12.03,
  "charge": 1,
  "lumo_energy_ev": -2.9
}

---

Number 1 is which compound?
C21H18N7ORuS3Se

---

Which of these has the lowest charge?
C6H26O7